(1)
A molecular structure, C43H55FIrN4O6S2Si4, computed with ωB97M-V with the def2-TZVPD basis set.

## Properties
* M: 1111.63 Da
* charge: 0
* E_HOMO (spin up / spin down): -6.722 / -7.159 eV
* energy: -122469.7024 eV
* orbital gap (spin up / spin down): 5.96 / 6.40 eV
* energy relative to the best compared isomer or geometry (same formula, charge and spin): 293.1 kJ/mol
* spin multiplicity: 2

The geometry in XYZ format:
```
116
Properties=species:S:1:pos:R:3:lowdin_spin:R:1
Ir -1.124 0.770 -1.043 0.781
C 2.246 -1.347 -5.339 0.000
Si 1.999 -2.626 -3.997 0.000
C 3.228 -2.402 -2.600 0.000
C 2.225 -4.333 -4.741 0.000
C 0.248 -2.548 -3.298 0.000
C -0.615 -3.630 -3.353 -0.001
C -1.883 -3.565 -2.777 0.002
C -2.239 -2.411 -2.117 0.003
N -1.430 -1.349 -2.014 0.026
C -0.227 -1.400 -2.629 0.000
S 0.615 0.101 -2.511 -0.004
H 3.199 -1.512 -5.848 0.000
H 2.239 -0.334 -4.935 0.000
H 1.452 -1.417 -6.086 0.000
H 4.240 -2.655 -2.928 0.000
H 2.972 -3.056 -1.761 0.000
H 3.224 -1.373 -2.238 0.000
H 3.230 -4.416 -5.161 0.000
H 1.516 -4.523 -5.550 0.000
H 2.114 -5.124 -3.996 0.000
H -0.307 -4.542 -3.851 0.000
H -2.571 -4.397 -2.825 0.000
H -3.213 -2.326 -1.657 0.000
C -1.042 3.324 2.472 0.000
Si -2.628 2.387 2.031 0.000
C -4.004 3.630 2.420 0.000
C -2.927 1.128 3.441 0.000
C -2.773 1.752 0.260 -0.006
Si -4.012 0.428 0.161 -0.002
C -5.610 0.599 1.158 -0.001
C -3.249 -1.184 0.975 0.000
C -4.638 -0.054 -1.545 0.000
Si -3.109 3.240 -0.800 0.000
C -2.026 4.727 -0.444 0.000
C -4.915 3.798 -0.871 0.000
C -2.763 2.795 -2.614 0.003
C -3.076 3.613 -3.696 0.002
C -2.877 3.159 -4.988 -0.001
C -2.391 1.874 -5.173 0.003
C -2.078 1.118 -4.059 0.009
N -2.237 1.574 -2.815 0.069
H -0.630 2.969 3.420 0.000
H -1.279 4.382 2.608 0.000
H -0.279 3.255 1.700 0.000
H -3.899 3.917 3.470 0.000
H -5.000 3.200 2.291 0.000
H -3.948 4.545 1.829 0.000
H -2.202 1.298 4.241 0.000
H -2.896 0.069 3.202 0.000
H -3.915 1.317 3.866 0.000
H -5.435 0.682 2.232 0.000
H -6.265 -0.260 0.989 0.000
H -6.157 1.492 0.842 0.000
H -3.719 -1.501 1.903 0.000
H -1.171 -0.552 0.652 0.010
H -3.209 -2.042 0.310 0.000
H -5.112 0.811 -2.015 0.000
H -5.404 -0.830 -1.454 0.000
H -3.860 -0.395 -2.221 0.000
H -2.230 5.192 0.520 0.000
H -2.193 5.482 -1.218 0.000
H -0.975 4.431 -0.471 0.000
H -5.313 4.060 0.108 0.000
H -5.546 3.007 -1.285 0.000
H -5.025 4.673 -1.518 0.000
H -3.482 4.600 -3.515 0.000
H -3.106 3.789 -5.838 0.000
H -2.241 1.461 -6.161 0.001
H -1.685 0.116 -4.160 0.001
C 6.185 1.832 0.719 0.000
C 5.726 0.618 1.514 0.000
C 6.680 -0.549 1.310 0.000
C 6.237 -1.752 2.122 0.000
C 4.826 -2.121 1.758 0.000
C 4.387 -3.422 1.831 0.000
C 3.080 -3.744 1.471 0.000
F 2.716 -5.034 1.514 0.000
C 2.190 -2.794 1.068 0.001
C 2.616 -1.459 0.985 0.002
C 1.648 -0.446 0.556 0.006
O 0.475 -0.827 0.347 0.065
C 2.146 0.878 0.402 0.001
C 3.463 1.103 0.713 -0.001
N 4.347 0.196 1.148 -0.001
C 3.936 -1.127 1.303 0.000
C 1.416 2.143 -0.066 0.007
O 2.114 3.130 -0.257 0.007
O 0.131 2.165 -0.143 0.011
H 7.253 1.966 0.886 0.000
H 5.691 2.754 1.019 0.000
H 6.021 1.682 -0.349 0.000
H 5.709 0.869 2.580 0.000
H 7.680 -0.230 1.603 0.000
H 6.713 -0.800 0.245 0.000
H 6.291 -1.510 3.189 0.000
H 6.896 -2.605 1.957 0.000
H 5.054 -4.211 2.152 0.000
H 1.179 -3.055 0.785 0.000
H 3.813 2.114 0.580 0.000
O 0.226 -4.573 3.279 0.000
S -0.608 -3.533 3.786 0.000
O -1.494 -3.761 4.881 0.000
N -1.529 -2.915 2.495 0.000
C -1.215 -1.704 2.340 0.001
O -1.840 -0.911 1.400 0.007
C -0.177 -1.083 3.179 0.000
C 0.333 0.200 3.157 0.000
C 1.370 0.488 4.035 0.000
C 1.872 -0.484 4.897 0.000
C 1.349 -1.775 4.917 0.000
C 0.319 -2.042 4.043 0.000
H -0.046 0.943 2.466 0.000
H 1.795 1.484 4.041 0.000
H 2.683 -0.232 5.567 0.000
H 1.736 -2.530 5.587 0.000
```


(2)
A molecular structure, C43H55MnN7O3S2SeSi2Te, computed with ωB97M-V with the def2-TZVPD basis set.

## Properties
* M: 1099.76 Da
* charge: +2
* E_HOMO (spin up / spin down): -12.370 / -12.258 eV
* energy: -203434.0821 eV
* orbital gap (spin up / spin down): 6.77 / 6.66 eV
* energy relative to the best compared isomer or geometry (same formula, charge and spin): 80.0 kJ/mol
* spin multiplicity: 2

The geometry in XYZ format:
```
115
Properties=species:S:1:pos:R:3:lowdin_spin:R:1
Mn 0.419 0.598 -0.270 1.013
N 4.605 1.044 -0.666 0.000
C 5.225 -0.222 -0.469 0.000
C 6.474 -0.328 0.119 0.000
C 7.020 -1.587 0.331 0.000
C 6.307 -2.729 -0.006 0.000
C 5.042 -2.618 -0.566 0.000
C 4.518 -1.360 -0.822 0.000
S 2.960 -1.108 -1.607 0.000
N 2.424 0.232 -0.690 -0.002
C 3.268 1.179 -0.479 0.001
C 2.680 2.459 -0.024 -0.001
C 3.409 3.603 0.239 -0.001
C 2.735 4.771 0.565 0.001
C 1.355 4.753 0.616 0.000
C 0.697 3.561 0.362 0.002
N 1.337 2.432 0.053 -0.005
H 5.188 1.848 -0.500 0.000
H 7.020 0.562 0.408 0.000
H 8.002 -1.672 0.776 0.000
H 6.733 -3.707 0.172 0.000
H 4.472 -3.502 -0.825 0.000
H 4.488 3.608 0.194 0.000
H 3.285 5.680 0.770 0.000
H 0.787 5.641 0.850 0.000
H -0.382 3.509 0.395 0.000
O 3.566 -2.365 6.697 0.000
C 3.898 -2.113 5.421 0.000
O 4.950 -2.470 4.978 0.000
C 2.895 -1.381 4.568 0.000
C 3.371 -0.806 3.399 0.000
C 2.506 -0.171 2.528 0.001
C 1.148 -0.097 2.802 0.002
C 0.661 -0.700 3.959 0.000
C 1.532 -1.323 4.839 0.000
N 0.266 0.504 1.837 -0.002
C -0.825 1.003 2.266 -0.005
C -1.829 1.446 1.304 0.002
C -3.022 2.014 1.704 -0.001
C -3.946 2.368 0.731 0.003
C -3.634 2.133 -0.594 -0.001
C -2.404 1.572 -0.913 0.003
N -1.507 1.239 0.014 -0.002
H 2.751 -1.919 6.956 0.000
H 4.427 -0.885 3.175 0.000
H 2.887 0.250 1.617 0.000
H -0.402 -0.756 4.157 0.000
H 1.112 -1.822 5.704 0.000
H -1.049 1.093 3.326 -0.001
H -3.225 2.168 2.756 0.000
H -4.890 2.819 1.008 0.000
H -4.321 2.391 -1.388 0.000
H -2.114 1.399 -1.938 0.000
C 2.416 -4.540 2.904 0.000
Si 1.491 -5.018 1.355 -0.001
C 2.385 -6.345 0.393 0.000
C -0.221 -5.615 1.829 0.000
C 1.474 -3.460 0.257 -0.002
Te -0.235 -2.198 0.417 -0.006
C -1.537 -3.500 -0.655 0.002
Si -1.968 -3.146 -2.446 0.000
C -3.475 -4.152 -2.892 0.000
C -2.336 -1.336 -2.708 0.001
C -0.494 -3.689 -3.472 0.000
H 2.448 -5.362 3.622 0.000
H 1.924 -3.692 3.392 0.000
H 3.445 -4.244 2.688 0.000
H 2.547 -7.238 1.000 0.000
H 3.363 -5.999 0.049 0.000
H 1.808 -6.643 -0.486 0.000
H -0.126 -6.326 2.654 0.000
H -0.730 -6.134 1.015 0.000
H -0.863 -4.800 2.172 0.000
H 1.647 -3.664 -0.802 0.000
H 2.303 -2.826 0.590 0.000
H -2.428 -3.589 -0.038 0.000
H -1.015 -4.459 -0.610 0.000
H -4.348 -3.783 -2.347 0.000
H -3.351 -5.208 -2.645 0.000
H -3.699 -4.082 -3.958 0.000
H -3.196 -1.045 -2.099 0.000
H -2.568 -1.140 -3.760 0.000
H -1.497 -0.700 -2.421 0.002
H -0.269 -4.746 -3.309 0.000
H 0.412 -3.136 -3.204 0.000
H -0.688 -3.550 -4.538 0.000
C -4.392 -3.076 2.092 0.000
S -4.400 -1.349 1.616 0.000
C -5.871 -1.401 0.596 0.000
O -3.245 -1.163 0.674 0.000
H -5.225 -3.274 2.766 0.000
H -3.450 -3.255 2.609 0.000
H -4.458 -3.701 1.202 0.000
H -6.730 -1.676 1.208 0.000
H -5.716 -2.122 -0.206 0.000
H -6.017 -0.405 0.182 0.000
C -0.384 2.335 -5.811 0.000
N 0.079 0.998 -5.474 -0.001
C 0.440 0.545 -4.262 0.000
Se 0.532 1.579 -2.716 -0.003
N 0.807 -0.738 -4.399 0.000
C 0.707 -1.136 -5.729 0.000
C 0.994 -2.326 -6.379 0.000
C 0.778 -2.353 -7.745 0.000
C 0.295 -1.235 -8.436 0.000
C 0.018 -0.046 -7.784 0.000
C 0.239 -0.024 -6.415 0.000
H -0.463 2.921 -4.901 0.000
H -1.359 2.269 -6.291 0.000
H 0.325 2.808 -6.489 0.000
H 1.164 -1.286 -3.634 0.000
H 1.382 -3.188 -5.853 0.000
H 0.993 -3.258 -8.295 0.000
H 0.141 -1.302 -9.504 0.000
H -0.345 0.821 -8.319 0.000
```


(3)
A molecular structure, C43H55N4O3SSi3Tm at a distorted geometry, computed with ωB97M-V with the def2-TZVPD basis set.

## Properties
* M: 961.20 Da
* charge: -2
* E_HOMO: -0.929 eV
* energy: -121593.4605 eV
* orbital gap: 5.26 eV
* spin multiplicity: 3

The geometry in XYZ format:
```
110
Properties=species:S:1:pos:R:3:lowdin_spin:R:1
Tm 0.327 0.122 -0.169 2.012
O 1.273 0.309 -2.318 -0.001
C 1.778 -0.317 -3.309 0.000
C 2.445 0.391 -4.349 0.000
C 3.050 -0.258 -5.398 0.000
C 3.019 -1.659 -5.504 0.000
C 2.337 -2.365 -4.536 0.000
C 1.718 -1.733 -3.449 0.000
C 0.867 -2.530 -2.586 0.000
N 0.235 -2.122 -1.568 -0.002
C -0.823 -2.984 -1.069 0.000
C -2.122 -2.307 -1.443 0.000
N -2.077 -0.902 -1.021 -0.001
C -3.169 -0.273 -1.186 0.000
C -3.427 1.140 -0.984 0.000
C -4.711 1.620 -1.270 0.000
C -5.030 2.956 -1.172 0.000
C -4.024 3.848 -0.771 0.000
C -2.755 3.401 -0.480 0.000
C -2.413 2.031 -0.575 0.000
O -1.211 1.635 -0.321 -0.001
H 2.460 1.474 -4.275 0.000
H 3.552 0.323 -6.162 0.000
H 3.500 -2.168 -6.334 0.000
H 2.260 -3.448 -4.610 0.000
H 0.713 -3.563 -2.914 0.000
H -0.750 -3.061 0.005 0.000
H -0.785 -3.989 -1.500 0.000
H -2.966 -2.833 -0.990 0.000
H -2.239 -2.353 -2.529 0.000
H -4.032 -0.830 -1.568 0.000
H -5.470 0.902 -1.570 0.000
H -6.032 3.309 -1.389 0.000
H -4.251 4.906 -0.680 0.000
H -1.978 4.086 -0.154 0.000
S 1.087 -2.269 1.528 -0.002
C 2.637 -1.836 0.923 0.000
C 3.840 -2.448 1.338 0.000
C 5.034 -2.040 0.788 0.000
C 5.044 -1.034 -0.182 0.000
C 3.837 -0.480 -0.535 0.000
N 2.668 -0.857 -0.001 -0.001
H 3.789 -3.221 2.093 0.000
H 5.966 -2.492 1.113 0.000
H 5.963 -0.684 -0.634 0.000
H 3.777 0.317 -1.270 0.000
C 2.064 5.060 -0.639 0.000
Si 1.936 3.271 -1.255 0.000
C 3.438 3.127 -2.412 0.000
C 0.410 3.296 -2.343 0.000
N 1.827 2.155 0.036 -0.002
C 2.846 2.030 0.935 0.000
C 4.132 2.615 0.801 0.000
C 5.179 2.345 1.670 0.000
C 5.004 1.467 2.730 0.000
C 3.736 0.925 2.930 0.000
C 2.688 1.252 2.095 0.000
O 1.399 0.751 2.350 -0.001
C 1.039 0.828 3.706 0.000
C 0.445 -0.259 4.315 0.000
C 0.145 -0.199 5.672 0.000
C 0.408 0.944 6.412 0.000
C 0.957 2.052 5.773 0.000
C 1.272 1.995 4.424 0.000
H 1.819 5.755 -1.456 0.000
H 3.071 5.305 -0.275 0.000
H 1.357 5.237 0.185 0.000
H 3.797 2.093 -2.498 0.000
H 4.274 3.743 -2.059 0.000
H 3.175 3.472 -3.420 0.000
H 0.654 3.749 -3.314 0.000
H -0.387 3.889 -1.877 0.000
H 0.024 2.294 -2.525 0.000
H 4.304 3.277 -0.042 0.000
H 6.146 2.811 1.498 0.000
H 5.821 1.213 3.395 0.000
H 3.552 0.259 3.763 0.000
H 0.225 -1.138 3.734 0.000
H -0.315 -1.061 6.143 0.000
H 0.165 0.986 7.469 0.000
H 1.136 2.969 6.325 0.000
H 1.711 2.848 3.922 0.000
C -4.684 1.873 2.562 0.000
Si -2.955 1.314 3.139 0.000
C -1.810 2.788 2.804 0.000
C -3.249 1.313 5.023 0.000
C -2.384 -0.273 2.516 0.000
Si -3.406 -1.719 2.646 0.000
C -4.981 -1.839 1.567 0.000
C -4.158 -1.878 4.386 0.000
C -2.530 -3.378 2.337 0.000
H -4.960 2.855 2.979 0.000
H -5.436 1.140 2.898 0.000
H -4.749 1.935 1.468 0.000
H -1.345 3.148 3.728 0.000
H -2.376 3.618 2.361 0.000
H -1.010 2.531 2.102 0.000
H -3.328 2.340 5.415 0.000
H -2.445 0.802 5.563 0.000
H -4.193 0.795 5.256 0.000
H -1.625 -0.277 1.710 0.000
H -5.599 -0.941 1.716 0.000
H -5.590 -2.722 1.810 0.000
H -4.726 -1.882 0.498 0.000
H -4.780 -0.997 4.610 0.000
H -3.370 -1.927 5.150 0.000
H -4.794 -2.772 4.473 0.000
H -2.792 -3.801 1.357 0.000
H -2.806 -4.119 3.099 0.000
H -1.441 -3.255 2.378 0.000
```


(4)
A molecular structure, C43H56As3CsN6O2S, computed with ωB97M-V with the def2-TZVPD basis set.

## Properties
* M: 1078.70 Da
* charge: 0
* E_HOMO: -7.005 eV
* energy: -252436.4185 eV
* orbital gap: 6.91 eV
* energy relative to the best compared isomer or geometry (same formula, charge and spin): 26.3 kJ/mol
* spin multiplicity: 1

The geometry in XYZ format:
```
112
Properties=species:S:1:pos:R:3:lowdin_charge:R:1
Cs -0.828 -0.694 -1.981 0.869
C 9.205 -0.257 8.994 -0.080
O 9.453 -0.230 7.601 -0.075
C 8.383 -0.216 6.771 -0.281
C 7.059 -0.229 7.194 -0.015
C 6.040 -0.211 6.250 -0.026
C 6.313 -0.181 4.891 -0.157
C 7.650 -0.169 4.481 -0.013
C 8.669 -0.186 5.404 0.010
C 5.260 -0.158 3.873 -0.261
N 5.467 -0.152 2.577 0.190
C 4.219 -0.126 2.011 -0.172
C 3.243 -0.113 2.975 -0.131
N 3.922 -0.134 4.170 0.182
C 1.848 -0.090 2.678 -0.074
C 0.836 -0.100 3.647 -0.003
C -0.475 -0.094 3.247 -0.039
C -0.747 -0.070 1.876 -0.129
N 0.185 -0.048 0.945 0.059
C 1.477 -0.066 1.316 -0.142
C 2.509 -0.073 0.269 -0.148
N 2.113 -0.046 -1.017 0.053
C 3.034 -0.070 -1.959 -0.145
C 4.408 -0.121 -1.702 -0.042
C 4.829 -0.140 -0.398 0.005
C 3.871 -0.112 0.622 -0.078
H 10.179 -0.262 9.474 0.093
H 8.656 -1.158 9.282 0.096
H 8.648 0.626 9.315 0.095
H 6.806 -0.254 8.244 0.102
H 5.019 -0.225 6.613 0.105
H 7.867 -0.146 3.422 0.114
H 9.707 -0.177 5.098 0.122
H 3.524 -0.125 5.091 0.144
H 1.087 -0.121 4.700 0.113
H -1.287 -0.113 3.960 0.109
H -1.778 -0.084 1.534 0.101
H 2.678 -0.041 -2.984 0.106
H 5.110 -0.142 -2.524 0.106
H 5.877 -0.176 -0.133 0.118
C 1.406 4.790 -2.364 -0.338
As 0.335 3.147 -2.457 1.124
C -0.114 3.013 -0.552 -0.338
C -1.306 3.804 -3.366 -0.397
C -2.498 4.552 -2.723 -0.662
C -3.477 4.835 -3.871 -0.063
C -3.211 3.722 -1.648 -0.370
As -3.634 1.844 -2.086 1.099
C -5.481 2.018 -2.707 -0.319
C -4.024 1.304 -0.244 -0.319
C -1.980 5.872 -2.128 -0.387
As -3.020 7.196 -1.077 1.129
C -4.883 7.021 -1.678 -0.359
C -3.211 6.244 0.633 -0.350
H 0.956 5.595 -1.786 0.010
H 1.593 5.142 -3.379 0.018
H 2.366 4.528 -1.917 0.014
H -0.537 3.925 -0.133 0.012
H 0.816 2.781 -0.031 0.018
H -0.792 2.175 -0.389 -0.027
H -1.693 2.915 -3.869 0.023
H -0.899 4.439 -4.161 0.070
H -3.735 3.908 -4.388 0.073
H -3.028 5.507 -4.605 0.090
H -4.402 5.287 -3.513 0.059
H -4.138 4.224 -1.361 0.051
H -2.597 3.663 -0.750 0.041
H -6.066 2.670 -2.058 0.027
H -5.929 1.024 -2.719 0.022
H -5.493 2.414 -3.721 0.009
H -4.810 1.917 0.199 0.031
H -3.114 1.423 0.347 -0.005
H -4.321 0.256 -0.230 -0.004
H -1.531 6.460 -2.935 0.064
H -1.159 5.649 -1.440 0.026
H -4.971 7.355 -2.711 0.014
H -5.481 7.688 -1.056 0.014
H -5.278 6.011 -1.587 0.004
H -2.219 5.991 1.009 0.012
H -3.812 5.339 0.568 0.006
H -3.674 6.929 1.343 0.011
C -3.517 -6.532 -3.851 -0.072
C -4.214 -6.253 -2.525 -0.215
N -4.393 -4.831 -2.237 -0.138
C -5.725 -4.275 -2.423 -0.273
C -5.979 -3.776 -3.840 -0.084
C -3.331 -4.076 -1.846 -0.753
S -3.570 -2.396 -1.583 0.473
N -2.228 -4.799 -1.613 0.079
C -0.972 -4.356 -1.628 -0.482
O -0.536 -3.253 -2.011 -0.342
C 0.043 -5.378 -1.167 -0.132
C 1.375 -4.994 -1.045 -0.030
C 2.334 -5.903 -0.625 -0.088
C 1.971 -7.210 -0.328 -0.101
C 0.644 -7.600 -0.451 -0.088
C -0.315 -6.688 -0.865 -0.029
H -3.419 -7.609 -4.003 0.072
H -2.521 -6.093 -3.854 0.067
H -4.084 -6.120 -4.686 0.061
H -3.649 -6.703 -1.709 0.100
H -5.208 -6.702 -2.532 0.110
H -5.852 -3.459 -1.716 0.058
H -6.442 -5.059 -2.167 0.110
H -5.253 -3.005 -4.094 0.058
H -6.981 -3.351 -3.919 0.071
H -5.900 -4.588 -4.565 0.061
H 1.641 -3.974 -1.288 0.105
H 3.368 -5.594 -0.530 0.097
H 2.719 -7.922 -0.003 0.096
H 0.357 -8.619 -0.222 0.097
H -1.354 -6.970 -0.963 0.096
```


> energy of number 1 (C43H55FIrN4O6S2Si4)?

-122469.7024 eV


> Which of these has the highest M?

C43H55FIrN4O6S2Si4